Record 1
61
Properties=species:S:1:pos:R:3:forces:R:3 method="wB97M-V/def2-TZVPD" orbital_gap_ev="4.95 / 4.95" e_above_lowest_kcal_mol=20.35 e_lumo_ev="-10.9 / -10.9" total_charge=+3
Tc -0.178091 0.728675 0.534940 -0.1 0.2 -0.4
C 2.902709 -2.226762 1.766561 0.1 -0.1 0.0
C 1.644412 -1.713828 1.437702 0.0 0.0 0.0
N 1.476128 -0.611267 0.717957 -0.2 -0.1 0.4
C 2.591479 0.014806 0.240931 0.3 0.1 -0.2
C 3.896606 -0.428614 0.521830 -0.2 0.0 0.1
C 4.031281 -1.583678 1.323698 -0.1 0.1 -0.1
C 4.987218 0.290565 -0.015702 0.0 0.0 0.0
C 4.768348 1.384312 -0.815687 0.1 0.0 0.1
C 3.468868 1.797525 -1.139780 -0.2 0.0 0.0
C 2.376895 1.123100 -0.626532 0.3 -0.2 0.1
N 1.016677 1.311061 -0.867744 0.0 0.0 0.2
C 0.458242 1.554955 -2.124356 -0.3 -0.1 -0.3
C 0.907281 2.363097 -3.149798 0.0 -0.1 0.3
C 0.193723 2.426949 -4.357004 -0.1 0.0 -0.1
C -0.919891 1.655232 -4.567975 0.1 0.0 0.0
C -1.397756 0.800987 -3.547716 0.0 0.0 0.2
C -2.495790 -0.074388 -3.693762 0.1 0.1 0.1
C -2.849022 -0.881941 -2.641074 0.0 0.0 -0.2
C -2.148535 -0.794074 -1.434240 0.0 0.0 0.0
N -1.129610 0.035032 -1.252091 -0.2 0.1 0.1
C -0.731923 0.799425 -2.309526 0.2 0.1 -0.2
H 2.975646 -3.125720 2.361769 -0.1 0.0 0.0
H 0.745709 -2.212564 1.780474 0.0 0.0 0.0
H 5.020327 -1.957037 1.558935 0.0 0.0 0.0
H 5.995299 -0.035045 0.207361 0.0 0.0 0.0
H 5.607834 1.935149 -1.216953 0.0 0.0 0.0
H 3.344906 2.670953 -1.761426 0.0 0.0 0.0
H 1.786142 2.978472 -3.035801 0.0 0.0 0.0
H 0.548931 3.086695 -5.136583 0.0 0.0 0.0
H -1.436614 1.684679 -5.518756 0.0 0.0 0.0
H -3.024984 -0.112495 -4.637773 0.0 0.0 0.0
H -3.660121 -1.589717 -2.736425 0.0 0.0 0.1
H -2.428424 -1.421074 -0.596698 0.1 0.2 -0.1
C 2.610814 2.800226 3.265155 0.0 0.1 0.0
C 1.803693 1.797744 2.723427 0.0 -0.1 0.0
N 0.847964 2.049988 1.841388 -0.2 0.2 -0.1
C 0.615734 3.341878 1.480345 0.1 0.3 0.1
C 1.413826 4.402968 1.932665 -0.1 -0.3 -0.1
C 2.440813 4.098281 2.848421 0.0 -0.1 0.0
C 1.157030 5.725062 1.450716 -0.1 0.1 0.0
C 0.119422 5.969750 0.617263 0.1 0.1 0.1
C -0.762403 4.918247 0.212972 0.0 -0.3 0.1
C -1.903314 5.132212 -0.586959 0.0 -0.1 0.0
C -2.716625 4.071221 -0.900461 0.0 0.1 0.0
C -2.369540 2.792194 -0.459654 -0.1 -0.1 0.0
N -1.284709 2.549736 0.261598 0.1 -0.1 0.2
C -0.501205 3.604052 0.626899 0.0 0.3 -0.1
H 3.362879 2.539537 3.995999 0.0 0.0 0.0
H 1.937878 0.763606 3.015737 0.0 0.0 0.0
H 3.071433 4.892922 3.227090 0.0 0.0 0.0
H 1.809784 6.526052 1.772848 0.0 0.0 0.0
H -0.071832 6.971256 0.253947 0.0 0.0 0.0
H -2.133681 6.132193 -0.932921 0.0 0.0 0.0
H -3.613809 4.206975 -1.487289 0.0 0.0 0.0
H -2.991971 1.938768 -0.700731 0.0 0.0 0.0
Se -4.332516 -1.130307 4.358744 -0.1 -0.7 0.0
Sb -4.771004 -3.392503 2.849350 0.6 0.9 -0.1
Se -1.471965 -0.421507 2.217375 -0.2 -0.5 0.0
Se -3.481580 0.419530 2.951163 0.4 0.2 -0.5
Se -3.229525 -2.970595 1.122698 -0.4 -0.3 0.6

Record 2
66
Properties=species:S:1:pos:R:3:forces:R:3 method="wB97M-V/def2-TZVPD" orbital_gap_ev="4.89 / 4.63" multiplicity=3 s2=2.046 e_lumo_ev="2.0 / -1.2" total_charge=-1
Pt 14.417856 7.153779 14.298337 -2.9 -1.0 -2.5
O 19.323470 8.677253 19.829125 -0.7 0.2 2.1
N 19.335554 8.400992 18.650418 -0.5 -0.2 -1.8
O 20.413106 8.514224 18.023106 -0.3 -0.3 -0.9
C 18.094393 7.984276 18.018106 1.5 -0.1 1.2
C 17.044247 7.657362 18.890760 -1.5 -0.6 -2.0
C 15.806901 7.169464 18.329131 -0.7 1.0 1.5
C 14.659834 6.768367 19.145724 0.4 0.1 -1.7
C 13.440397 6.498191 18.529705 1.6 0.1 -0.4
C 13.341077 6.655502 17.118689 -0.7 -0.7 0.3
N 14.396783 6.928768 16.337189 -0.2 0.7 2.1
C 15.556381 7.254372 16.941089 1.1 -0.7 0.2
C 16.692453 7.583527 16.095151 -0.9 -0.3 -2.1
N 16.407227 7.612803 14.740837 0.5 0.8 1.1
C 17.337343 7.942696 13.849823 0.7 -0.9 0.0
C 18.665679 8.060618 14.285473 0.0 0.6 0.8
C 18.971136 8.052847 15.662387 0.5 -0.1 -2.2
C 17.973216 7.820074 16.588693 -0.3 0.7 1.2
H 17.097406 7.864745 19.925338 0.3 -0.1 0.8
H 14.831365 6.658149 20.196767 -0.2 -0.1 0.5
H 12.632735 6.039224 19.088979 -0.1 0.4 -0.1
H 12.360674 6.496192 16.632958 0.9 0.0 0.2
H 17.025547 7.965575 12.784231 0.3 0.1 0.9
H 19.471685 8.263675 13.587372 -0.2 -0.1 0.0
H 19.988895 8.220365 15.982403 -0.2 0.0 0.1
O 15.052772 6.994665 11.205965 -1.2 0.1 -0.4
B 14.060947 7.213774 12.267081 2.0 0.3 -0.1
O 12.883702 7.535844 11.604265 -1.9 -0.1 -1.0
C 13.035374 7.482642 10.211204 1.5 -0.7 3.0
C 12.151291 7.683568 9.218311 -0.7 1.2 -1.0
C 12.689543 7.924452 7.956051 -0.6 -0.3 -2.0
C 14.049762 7.756300 7.731099 0.6 -0.7 -0.5
C 14.925888 7.371907 8.767072 0.5 -0.2 -0.9
C 14.379830 7.196230 10.011590 1.1 0.7 0.5
H 11.099816 7.835634 9.336551 -0.4 0.0 0.5
H 11.990303 8.176798 7.076870 1.2 -0.5 1.5
H 14.476838 7.728224 6.713338 -0.4 0.5 0.6
H 16.002633 7.222555 8.546313 -0.9 0.1 0.3
F 11.374406 7.124085 14.333049 0.6 -1.3 -0.7
B 12.507962 6.399951 13.976861 1.2 1.1 1.2
F 12.398810 5.076733 13.715814 -1.0 0.6 -0.1
S 11.875557 13.801532 13.548019 0.2 -1.0 0.7
P 10.940881 12.209395 14.323903 -0.9 0.4 -1.5
S 12.066056 10.715192 15.020230 0.8 0.1 0.3
C 9.884004 11.475829 13.084461 -0.7 -1.4 -1.4
C 8.667807 12.112892 12.739747 0.3 0.6 1.2
C 7.768238 11.494121 11.904522 -0.5 1.0 -0.4
C 8.102390 10.275150 11.305615 -1.9 0.7 -0.7
C 9.326200 9.720439 11.469869 0.9 0.1 1.5
C 10.189780 10.248799 12.444478 -0.4 1.2 0.0
C 9.671267 12.679337 15.492954 -0.9 -0.5 1.0
C 9.991452 13.776867 16.248607 0.9 2.0 -0.1
C 9.123638 14.386406 17.138829 -1.4 -1.3 0.2
C 7.926520 13.699437 17.462570 1.4 -1.7 -0.9
C 7.663107 12.419065 16.868514 1.3 1.3 -0.6
C 8.468825 11.986326 15.769456 -0.3 0.7 1.4
H 8.375089 13.051857 13.279228 0.4 -0.8 -0.9
H 6.845717 12.084460 11.658747 0.7 -1.1 0.3
H 7.318127 9.785039 10.721447 0.5 0.1 -0.1
H 9.600330 8.831410 10.958967 0.2 -0.7 -0.2
H 11.078703 9.710693 12.719929 0.3 -0.1 -0.1
H 10.947146 14.290595 16.016086 -0.7 -0.4 0.3
H 9.386832 15.316696 17.609335 0.0 0.2 0.1
H 7.297255 14.019831 18.256712 -0.5 0.4 0.4
H 6.899714 11.769118 17.299121 -0.1 0.3 -0.5
H 8.126248 11.142315 15.185626 0.3 -0.2 0.1

Record 3
69
Properties=species:S:1:pos:R:3:forces:R:3 method="wB97M-V/def2-TZVPD" orbital_gap_ev="8.70 / 8.08" multiplicity=6 s2=8.758 e_lumo_ev="2.2 / 1.4" total_charge=-1
Fe 0.333579 0.474880 -0.682112 0.2 0.4 0.0
O 5.465327 -2.495238 -1.168007 0.4 -1.2 0.3
C 4.685383 -3.344375 -0.534345 0.3 0.1 -0.2
O 5.029769 -4.473996 -0.274034 -0.1 -0.1 0.1
C 3.344643 -2.828870 -0.133389 0.2 0.0 -0.1
C 2.415675 -3.515367 0.613430 -0.1 0.2 0.1
Cl 2.531927 -5.066997 1.293971 0.0 0.0 0.0
N 1.357862 -2.694450 0.836719 -0.2 0.1 -0.2
N 1.565374 -1.486803 0.254022 0.4 -0.3 0.0
C 2.745904 -1.566614 -0.337878 -0.1 0.0 0.2
C 3.232602 -0.368904 -1.110426 -0.1 -0.3 0.1
O 4.392109 -0.384820 -1.558911 -0.5 0.8 -0.1
O 2.394608 0.554617 -1.258255 -0.6 0.0 -0.1
C 0.161658 -2.964372 1.581993 0.1 0.1 -0.1
C -0.328935 -1.964722 2.400023 0.0 0.1 0.1
C -1.494517 -2.171001 3.117294 -0.1 0.1 0.0
C -2.160674 -3.385608 3.028867 0.0 0.0 0.1
C -1.657762 -4.385881 2.212625 0.1 0.0 -0.1
C -0.502907 -4.174893 1.472003 0.0 -0.1 -0.1
H 5.015627 -1.604178 -1.326934 0.0 0.4 -0.1
H 0.212987 -1.036366 2.452947 0.1 0.2 0.1
H -1.880569 -1.377996 3.749001 0.0 0.0 0.0
H -3.075988 -3.547229 3.586719 0.1 0.0 0.0
H -2.172163 -5.335720 2.129072 0.0 0.1 0.0
H -0.144649 -4.937298 0.796941 0.0 0.0 0.0
B -2.000334 1.350124 -3.069588 0.0 -0.1 0.1
N -0.955766 0.307265 -3.554732 0.0 -0.2 -0.2
C -1.069226 -0.573592 -4.556434 0.0 0.0 0.1
C 0.075428 -1.354124 -4.586493 0.1 0.0 0.1
C 0.851685 -0.862928 -3.534828 0.0 0.1 -0.1
N 0.220475 0.142393 -2.924238 0.0 -0.2 0.3
N -1.189930 2.551274 -2.521529 -0.1 0.2 -0.1
C -1.147286 3.801739 -2.996527 0.0 0.0 0.1
C -0.319879 4.558420 -2.181402 0.0 0.0 0.0
C 0.118234 3.658312 -1.209285 -0.1 0.2 -0.1
N -0.416199 2.456554 -1.422482 0.3 -0.4 0.2
H -2.670897 1.721748 -4.005644 0.0 0.0 0.0
H -2.661393 0.872202 -2.173980 0.0 0.1 -0.1
H -1.957240 -0.597243 -5.172140 0.1 0.1 0.1
H 0.306117 -2.164522 -5.259374 0.0 0.1 0.0
H 1.838310 -1.161159 -3.211565 -0.1 0.0 0.0
H -1.711084 4.072616 -3.877026 0.0 -0.1 0.1
H -0.074123 5.603778 -2.274437 0.0 -0.1 0.0
H 0.768572 3.826611 -0.365585 -0.1 0.0 -0.1
Br -1.937118 3.417189 1.611478 -0.1 0.1 -0.1
C -2.832553 1.828852 1.086042 0.3 -0.3 -0.1
C -4.200990 1.791078 1.293093 -0.1 0.0 0.0
C -4.874744 0.636735 0.939955 -0.1 0.0 0.0
C -4.161575 -0.410481 0.392654 0.0 -0.2 0.0
C -2.797794 -0.270910 0.211491 0.2 0.2 0.1
N -2.120372 0.837508 0.565957 -0.3 -0.2 0.0
C -2.037474 -1.427727 -0.438366 -0.4 0.1 0.2
O -2.641441 -2.480315 -0.592007 0.3 0.2 0.0
O -0.825802 -1.179937 -0.757093 0.2 0.5 0.1
H -4.709780 2.642705 1.719540 0.0 0.0 0.0
H -5.946317 0.564350 1.090452 0.1 0.0 0.0
H -4.614744 -1.342827 0.086440 0.0 0.0 0.0
N 3.540418 4.241746 5.129301 -0.1 -0.1 -0.1
C 3.022178 3.707783 4.250189 0.0 0.0 0.0
C 2.375409 3.022822 3.156669 0.0 0.0 0.1
C 1.239157 2.251542 3.399801 0.0 0.0 0.1
C 0.634402 1.568133 2.355174 0.3 0.1 0.2
C 1.162473 1.628539 1.073915 -0.7 -0.9 -1.1
C 2.293312 2.397770 0.833232 0.3 0.1 0.3
C 2.896828 3.102317 1.865089 0.1 0.1 0.0
H 0.835713 2.193634 4.403804 0.0 0.0 0.0
H -0.265491 1.004730 2.563928 -0.1 0.0 0.0
H 2.720403 2.436450 -0.163672 0.0 0.1 0.2
H 3.773569 3.711047 1.678887 0.0 0.0 0.0